--- one ---
Entry from the OMol25 dataset: a cluster of 2 separate species, C11H17N4 in total (the ωB97M-V functional and the def2-TZVPD basis).

Each line ends with the Mulliken charge.
Cartesian coordinates (Å):
1 C 3.957 1.754 0.047  -1.337
2 C 0.285 1.457 0.661  -0.351
3 C 1.453 2.238 0.512  1.002
4 C 2.560 1.352 0.093  0.336
5 C 2.023 0.131 0.036  -0.262
6 C -0.955 2.017 0.989  -0.892
7 C -0.882 3.418 1.089  -0.214
8 C 0.208 4.164 1.020  -0.584
9 C 1.442 3.593 0.603  -0.414
10 N 0.597 0.201 0.369  0.012
11 H -1.791 1.436 0.981  0.535
12 H -2.006 3.795 1.230  0.179
13 H 0.062 -0.545 0.875  0.266
14 H 0.159 5.304 1.183  0.302
15 H 2.377 -0.989 -0.016  0.219
16 H 2.324 4.331 0.610  0.225
17 H 4.274 2.717 0.506  0.318
18 H 4.256 1.634 -1.033  0.291
19 H 4.568 1.074 0.588  0.366
20 C -3.509 -3.395 0.003  -0.998
21 C -1.250 -2.919 -1.024  0.494
22 N -2.033 -3.569 -0.107  -0.214
23 N -1.696 -1.867 -1.780  -0.382
24 N -0.013 -3.503 -1.222  -0.491
25 H -1.779 -4.225 0.756  0.358
26 H -2.823 -1.626 -1.874  0.308
27 H -1.016 -1.207 -2.141  0.251
28 H 0.049 -3.749 -2.285  0.334
29 H 0.729 -2.930 -0.867  0.288
30 H -4.023 -3.733 -0.868  0.368
31 H -3.802 -2.357 0.277  0.348
32 H -3.745 -4.001 0.790  0.338

orbital gap	6.426	eV
charge	+1

***

--- two ---
Entry from the OMol25 dataset: a cluster of 2 separate species, C11H17N4 in total (the ωB97M-V functional and the def2-TZVPD basis).

Each line ends with the Mulliken charge.
Cartesian coordinates (Å):
1 C -3.293 0.165 -0.446  -0.464
2 C -2.892 -0.571 0.584  0.346
3 C -1.999 1.438 0.880  -0.983
4 C 2.389 1.026 1.698  -0.532
5 C 3.238 0.218 0.957  -0.455
6 C 1.156 1.331 -0.441  -0.174
7 C 1.271 1.567 0.950  -0.374
8 C 2.930 -0.142 -0.436  0.319
9 C 2.135 -2.354 -1.595  -1.042
10 C -3.081 2.508 -1.023  -0.949
11 C 2.712 -1.772 -0.224  -0.922
12 N 1.911 0.472 -1.079  -0.394
13 N -2.677 1.371 -0.305  0.528
14 N -1.897 0.125 1.261  0.091
15 N -3.062 -1.912 0.872  -0.546
16 H -4.190 -0.212 -0.923  0.269
17 H 2.535 1.212 2.762  0.462
18 H 4.044 -0.275 1.422  0.462
19 H 0.414 1.815 -1.077  0.449
20 H 0.661 2.242 1.395  0.648
21 H 3.733 -0.406 -1.180  0.409
22 H 1.497 -3.213 -1.313  0.331
23 H 2.976 -2.701 -2.194  0.334
24 H 1.632 -1.567 -2.066  0.395
25 H -2.395 3.337 -0.979  0.325
26 H -3.014 2.194 -2.078  0.346
27 H -4.169 2.733 -0.638  0.302
28 H 3.657 -2.136 0.039  0.488
29 H 2.055 -1.885 0.569  0.516
30 H -1.425 -0.212 2.118  0.280
31 H -3.974 -2.181 0.600  0.270
32 H -2.879 -2.214 1.888  0.262

orbital gap (alpha / beta)	4.463 / 4.462	eV
charge	+1

***

Stability summary: most stable one, least stable two.

***

--- one ---
Entry from the OMol25 dataset: a structure of composition C3H12BrN6O3 (the ωB97M-V functional and the def2-TZVPD basis).

Each line ends with the Mulliken charge.
Cartesian coordinates (Å):
1 Br -4.737 4.959 6.248  -1.153
2 C -5.224 1.704 5.213  0.532
3 O -5.350 0.528 5.064  -0.686
4 N -6.244 2.486 5.467  -0.221
5 N -4.063 2.312 5.054  -0.177
6 H -6.024 3.470 5.405  0.160
7 H -7.172 2.195 5.742  0.171
8 H -3.297 1.926 4.520  0.162
9 H -3.795 3.206 5.441  0.232
10 C -2.868 4.132 8.543  0.461
11 O -2.125 3.835 9.504  -0.766
12 N -2.468 5.099 7.693  -0.292
13 N -3.979 3.531 8.303  -0.251
14 H -1.879 5.907 7.833  0.196
15 H -3.057 5.048 6.873  0.221
16 H -4.180 2.675 8.800  0.168
17 H -4.514 3.853 7.509  0.309
18 C -6.567 7.559 4.964  0.531
19 O -7.191 8.549 4.602  -0.767
20 N -6.677 7.036 6.132  -0.284
21 N -5.758 6.953 4.203  -0.313
22 H -7.139 7.660 6.778  0.191
23 H -6.053 6.310 6.455  0.189
24 H -5.351 6.197 4.735  0.164
25 H -6.031 6.893 3.233  0.226

orbital gap	8.965	eV
charge	-1

***

--- two ---
Entry from the OMol25 dataset: a cluster of 4 separate species, C3H12BrN6O3 in total (the ωB97M-V functional and the def2-TZVPD basis).

Each line ends with the Mulliken charge.
Cartesian coordinates (Å):
1 Br -26.374 -0.308 -7.753  -0.877
2 C -29.245 0.154 -4.901  0.578
3 O -28.705 -0.912 -5.065  -0.502
4 N -29.887 0.462 -3.715  -0.486
5 N -29.157 1.168 -5.820  -0.328
6 H -29.733 -0.241 -3.016  0.236
7 H -30.033 1.419 -3.455  0.166
8 H -29.466 2.078 -5.534  0.151
9 H -28.564 1.041 -6.630  0.154
10 C -24.971 -3.676 -8.860  0.594
11 O -25.786 -3.623 -7.972  -0.516
12 N -24.224 -4.791 -9.182  -0.431
13 N -24.775 -2.573 -9.662  -0.251
14 H -24.246 -5.561 -8.544  0.225
15 H -23.531 -4.720 -9.903  0.144
16 H -24.118 -2.601 -10.419  0.147
17 H -25.226 -1.725 -9.317  0.025
18 C -29.633 -3.229 -8.557  0.609
19 O -29.282 -3.322 -7.413  -0.536
20 N -30.388 -4.198 -9.198  -0.407
21 N -29.370 -2.143 -9.376  -0.380
22 H -30.491 -4.204 -10.195  0.130
23 H -30.862 -4.903 -8.671  0.199
24 H -28.674 -1.462 -9.095  0.197
25 H -29.504 -2.211 -10.370  0.159

orbital gap	7.076	eV
charge	-1

***

Stability summary: most stable two, least stable one.

***

--- one ---
Entry from the OMol25 dataset: the ion C5H14N3 with charge +1 (the ωB97M-V functional and the def2-TZVPD basis).

Each line ends with the Mulliken charge.
Cartesian coordinates (Å):
1 C 1.322 0.892 -0.895  -0.745
2 C 0.412 1.713 0.080  -0.694
3 C -1.078 -0.002 1.093  -0.391
4 C 1.311 -0.637 -0.564  -0.351
5 C -0.797 -1.260 0.370  -0.733
6 N 2.002 -0.904 0.554  -0.351
7 N -1.695 -1.253 -0.806  -0.267
8 N -0.909 1.099 0.108  -0.423
9 H 1.002 1.000 -2.008  0.237
10 H 2.374 1.176 -0.803  0.412
11 H 0.965 1.640 1.007  0.291
12 H 0.452 2.788 -0.062  0.469
13 H -2.068 0.102 1.549  0.429
14 H -0.448 0.149 1.957  0.392
15 H 0.963 -1.205 -1.410  0.405
16 H -0.589 -2.235 0.842  0.410
17 H 2.089 -1.937 0.770  0.267
18 H 2.854 -0.362 0.709  0.225
19 H -2.705 -1.371 -0.575  0.359
20 H -1.517 -1.792 -1.723  0.354
21 H -1.517 1.878 0.462  0.243
22 H -1.725 -0.177 -0.963  0.460

orbital gap (alpha / beta)	6.181 / 8.973	eV
spin multiplicity	3
expectation value of S²	2.01
charge	+1

***

--- two ---
Entry from the OMol25 dataset: the ion C5H14N3 with charge +1 (the ωB97M-V functional and the def2-TZVPD basis).

Each line ends with the Mulliken charge.
Cartesian coordinates (Å):
1 C -1.249 -1.100 0.382  -0.650
2 C -0.324 -0.559 1.529  -0.608
3 C 0.226 0.468 -0.578  -1.307
4 C -0.417 -1.451 -1.940  -0.949
5 C 1.564 1.104 1.431  -1.352
6 N -0.734 -0.504 -0.812  0.590
7 N -0.121 1.806 -1.168  -0.469
8 N 0.236 0.647 0.963  -0.403
9 H -1.348 -2.156 0.407  0.289
10 H -2.402 -0.885 0.539  0.270
11 H -0.861 -0.328 2.497  0.591
12 H 0.573 -1.164 1.693  0.219
13 H 1.311 0.198 -0.859  0.497
14 H 0.345 -1.037 -2.623  0.377
15 H 0.030 -2.355 -1.440  0.427
16 H -1.313 -1.615 -2.602  0.352
17 H 2.337 0.458 1.082  0.381
18 H 1.897 2.005 0.996  0.308
19 H 1.406 1.075 2.484  0.657
20 H -1.096 2.094 -1.151  0.391
21 H 0.280 1.740 -2.071  0.256
22 H -0.340 1.561 1.242  1.134

orbital gap (alpha / beta)	4.069 / 7.057	eV
spin multiplicity	3
expectation value of S²	2.01
charge	+1

***

Stability summary: most stable one, least stable two.

***

--- one ---
Entry from the OMol25 dataset: the molecule C8H18O4S (the ωB97M-V functional and the def2-TZVPD basis).

Each line ends with the Mulliken charge.
Cartesian coordinates (Å):
1 C -4.166 -0.850 2.216  -1.068
2 C -3.018 -0.004 1.665  -0.297
3 O -2.505 -0.568 0.472  -0.379
4 C -1.098 -0.593 0.390  -0.143
5 C -0.768 -0.982 -1.035  -0.487
6 O 0.605 -1.269 -1.233  -0.447
7 C 1.517 -0.229 -1.007  0.380
8 C 1.355 0.945 -1.958  -0.670
9 O 0.242 1.755 -1.658  -0.330
10 C 0.509 2.723 -0.668  -0.727
11 O 2.785 -0.765 -1.241  -0.308
12 C 3.431 -1.292 -0.109  -0.511
13 S 5.189 -1.537 -0.454  -0.190
14 H -5.132 -0.367 2.086  0.278
15 H -4.029 -1.051 3.278  0.302
16 H -4.187 -1.807 1.697  0.318
17 H -2.226 0.078 2.415  0.320
18 H -3.363 1.012 1.457  0.327
19 H -0.688 -1.325 1.096  0.300
20 H -0.689 0.397 0.628  0.175
21 H -1.127 -0.202 -1.708  0.259
22 H -1.300 -1.900 -1.280  0.380
23 H 1.453 0.121 0.034  0.254
24 H 1.231 0.554 -2.969  0.288
25 H 2.282 1.526 -1.934  0.367
26 H 1.251 3.444 -1.022  0.325
27 H -0.422 3.248 -0.468  0.240
28 H 0.852 2.275 0.270  0.310
29 H 3.342 -0.624 0.747  0.331
30 H 3.036 -2.277 0.141  0.291
31 H 5.639 -0.438 0.150  0.114

SMILES	CCOCCO[C@H](COC)OCS
orbital gap	10.105	eV

***

--- two ---
Entry from the OMol25 dataset: the molecule C8H18O4S (the ωB97M-V functional and the def2-TZVPD basis).

Each line ends with the Mulliken charge.
Cartesian coordinates (Å):
1 C -0.665 5.138 -1.998  -1.177
2 C -1.565 4.166 -2.755  -0.518
3 C -1.394 2.689 -2.490  -0.398
4 C 0.000 2.177 -2.831  -0.612
5 C 0.185 0.659 -2.693  -0.682
6 C -0.089 0.096 -1.247  -0.457
7 C 0.064 -1.411 -1.207  -0.730
8 C -0.266 -1.964 0.137  -0.546
9 O 0.747 -1.451 1.062  -0.241
10 S 0.623 -1.867 2.609  1.182
11 O 1.781 -1.260 3.238  -0.559
12 O -0.734 -1.732 3.105  -0.601
13 O 0.885 -3.448 2.447  -0.497
14 H 0.381 5.026 -2.270  0.331
15 H -0.954 6.178 -2.256  0.352
16 H -0.831 5.072 -0.945  0.315
17 H -1.450 4.323 -3.832  0.333
18 H -2.644 4.371 -2.567  0.304
19 H -2.136 2.106 -3.107  0.278
20 H -1.584 2.439 -1.419  0.228
21 H 0.279 2.503 -3.832  0.358
22 H 0.695 2.685 -2.114  0.222
23 H 1.200 0.369 -3.016  0.388
24 H -0.524 0.127 -3.406  0.272
25 H 0.542 0.553 -0.469  0.324
26 H -1.106 0.342 -1.004  0.258
27 H 1.057 -1.706 -1.583  0.363
28 H -0.642 -1.955 -1.854  0.361
29 H -1.251 -1.664 0.524  0.401
30 H -0.198 -3.090 0.202  0.372
31 H 0.145 -3.979 2.871  0.379

SMILES	CCCCCCCCOS(=O)(=O)O
orbital gap	11.336	eV

***

Stability summary: most stable two, least stable one.